1.
DFT (the ωB97M-V functional and the def2-TZVPD basis) results for a cluster of 2 separate species, C4H10S in total.

Its relative energy (zero: lowest compared OMol25 entry of this formula, charge and spin) is 151.5 kJ/mol. For the total energy, the calculation gives -556.52428 hartree. Its SMILES is C=C.CCS. For the HOMO-LUMO gap, the calculation gives 9.99 eV. The calculation puts the HOMO energy at -9.05 eV. The calculation puts the LUMO energy at 0.0346 hartree. The calculation puts the largest force on an atom at 2.4 eV Å⁻¹.

Element x y z (Å)
C1 -2.631 -3.336 -0.441
C2 -3.062 -2.282 -1.149
H1 -3.370 -4.061 -0.113
H2 -1.613 -3.701 -0.488
H3 -4.067 -2.268 -1.536
H4 -2.244 -1.763 -1.625
C3 1.859 1.805 -0.339
C4 1.544 2.402 1.036
S1 1.750 1.290 2.453
H5 2.947 1.649 -0.398
H6 1.618 2.433 -1.192
H7 1.458 0.805 -0.521
H8 2.257 3.202 1.184
H9 0.511 2.739 0.956
H10 3.042 1.085 2.174

Cartesian forces (eV/Å) of the 2 atoms listed first:
C -1.3 -0.3 -1.1
C 1.6 -1.8 -0.1

natural (NBO) charges in e: C -0.3729; C -0.3992; H 0.1822; H 0.1955; H 0.2039; H 0.1907; C -0.6176; C -0.5208; S -0.0310; H 0.1973; H 0.2138; H 0.2138; H 0.2108; H 0.2218; H 0.1119

2.
DFT (the ωB97M-V functional and the def2-TZVPD basis) results for a structure of composition C33H24AlBrNO5.

For the total energy, the calculation gives -4519.42143 hartree. For the HOMO-LUMO gap, the calculation gives 5.95 eV. As for the charge: -1. The calculation puts the HOMO energy at -5.53 eV. The calculation puts the LUMO energy at 0.0154 hartree. The calculation puts the largest force on an atom at 7.2 eV Å⁻¹.

Element x y z (Å)
C1 8.370 -1.329 2.576
C2 7.560 -0.556 1.862
Al1 5.906 0.253 0.892
Br1 6.676 1.622 -0.939
C3 4.903 1.333 2.312
C4 3.577 0.597 2.905
C5 3.552 -0.994 2.690
N1 2.672 -1.714 1.742
O1 4.331 -1.699 3.433
H1 8.871 -1.910 3.440
H2 5.005 -0.954 0.315
H3 4.643 2.385 1.892
H4 5.630 1.491 3.206
H5 3.587 0.774 4.055
H6 2.588 1.079 2.527
H7 1.930 -1.099 1.361
H8 3.279 -2.060 0.966
C6 0.097 -4.147 1.851
C7 -0.972 -4.967 2.208
C8 -2.057 -5.113 1.347
C9 -2.080 -4.428 0.131
C10 -1.020 -3.589 -0.214
C11 0.073 -3.459 0.643
C12 -1.053 -2.819 -1.476
O2 -0.123 -2.089 -1.777
C13 -2.232 -2.942 -2.361
C14 -2.303 -2.177 -3.528
C15 -3.402 -2.296 -4.373
C16 -4.429 -3.184 -4.061
C17 -4.365 -3.944 -2.897
C18 -3.270 -3.816 -2.040
C19 -3.227 -4.602 -0.786
O3 -4.129 -5.378 -0.510
H9 0.947 -4.040 2.518
H10 -0.960 -5.495 3.157
H11 -2.885 -5.757 1.629
H12 0.906 -2.818 0.373
H13 -1.504 -1.484 -3.778
H14 -3.458 -1.696 -5.276
H15 -5.284 -3.282 -4.724
H16 -5.171 -4.631 -2.657
C20 1.565 2.070 -2.074
C21 0.858 0.973 -1.586
C22 -0.330 1.164 -0.889
C23 -0.811 2.456 -0.667
C24 -0.090 3.556 -1.135
C25 1.093 3.360 -1.850
C26 -0.563 4.931 -0.864
O4 0.064 5.894 -1.275
C27 -1.803 5.123 -0.078
C28 -2.230 6.415 0.235
C29 -3.401 6.605 0.962
C30 -4.155 5.506 1.370
C31 -3.730 4.217 1.065
C32 -2.547 4.023 0.348
C33 -2.085 2.647 0.059
O5 -2.743 1.685 0.421
H17 2.488 1.920 -2.626
H18 1.233 -0.032 -1.751
H19 -0.879 0.304 -0.516
H20 1.652 4.211 -2.228
H21 -1.649 7.276 -0.083
H22 -3.729 7.610 1.209
H23 -5.073 5.655 1.931
H24 -4.319 3.365 1.390

Cartesian forces (eV/Å) of the 2 atoms listed first:
C -4.0 3.5 -2.2
C 4.2 -4.5 3.8

natural (NBO) charges in e: C -0.4042; C -0.4844; Al 1.3228; Br -0.5866; C -0.9860; C -0.5024; C 0.6944; N -0.9071; O -0.5863; H 0.2315; H -0.4435; H 0.2221; H 0.2300; H 0.2244; H 0.1963; H 0.3656; H 0.4180; C -0.1825; C -0.1941; C -0.1560; C -0.1505; C -0.0687; C -0.1657; C 0.5172; O -0.5415; C -0.0522; C -0.1699; C -0.1974; C -0.1978; C -0.1532; C -0.1509; C 0.5477; O -0.5357; H 0.2458; H 0.2171; H 0.2337; H 0.2435; H 0.2400; H 0.2172; H 0.2150; H 0.2366; C -0.1862; C -0.1775; C -0.1827; C -0.0655; C -0.1549; C -0.1481; C 0.5216; O -0.5293; C -0.0488; C -0.1745; C -0.2012; C -0.2007; C -0.1529; C -0.1508; C 0.5302; O -0.5334; H 0.2324; H 0.2418; H 0.2359; H 0.2390; H 0.2369; H 0.2144; H 0.2143; H 0.2378

Which formula does entry 1 have? C4H10S